Formula: C17H38N2O3PS
Source: OMol25
Level of theory: ωB97M-V/def2-TZVPD

Last column: Mulliken charge in e.
Cartesian coordinates (Å):
C: -4.553 4.874 0.212  -0.80
C: -2.923 5.134 0.481  0.57
O: -2.506 5.308 1.748  -0.52
O: -2.081 5.198 -0.723  -0.29
C: -0.904 4.321 -0.635  -0.24
C: -1.161 2.883 0.112  -0.76
N: 0.061 1.948 -0.011  0.47
N: 1.179 2.597 0.547  -0.64
C: 1.405 2.065 1.804  0.29
S: 1.427 1.648 3.465  0.05
P: 0.333 1.344 -1.666  0.37
O: 0.665 -0.200 -1.610  -0.60
H: -5.110 4.525 1.181  0.31
H: -4.710 4.074 -0.658  0.26
H: -5.039 5.916 -0.111  0.30
H: -0.587 4.081 -1.761  0.29
H: 0.024 4.896 -0.175  0.30
H: -1.337 2.983 1.288  0.39
H: -2.097 2.378 -0.426  0.33
H: -0.174 1.106 0.585  0.51
H: -0.763 1.693 -2.552  0.18
H: 1.549 2.005 -2.152  0.17
C: -0.407 -2.152 -4.269  -0.86
C: 0.270 -1.800 -5.585  -0.46
C: 0.084 -0.335 -5.989  -0.51
C: -1.364 0.100 -6.235  -0.55
C: -2.117 -0.699 -7.302  -0.47
C: -1.500 -0.583 -8.688  -1.19
H: -1.491 -2.026 -4.326  0.27
H: -0.208 -3.197 -4.013  0.38
H: -0.027 -1.527 -3.455  0.05
H: -0.095 -2.465 -6.375  0.29
H: 1.343 -2.000 -5.487  0.35
H: 0.682 -0.142 -6.887  0.34
H: 0.508 0.305 -5.204  0.20
H: -1.362 1.159 -6.522  0.38
H: -1.926 0.045 -5.296  0.26
H: -3.148 -0.329 -7.349  0.35
H: -2.182 -1.754 -7.017  0.25
H: -1.463 0.462 -9.012  0.29
H: -2.101 -1.141 -9.414  0.37
H: -0.486 -0.990 -8.715  0.28
C: 2.657 -3.784 8.498  -1.17
C: 3.334 -3.432 7.182  -0.37
C: 3.149 -1.967 6.778  -0.68
C: 1.700 -1.532 6.532  -0.48
C: 0.947 -2.332 5.465  -0.37
C: 1.564 -2.215 4.079  -0.73
H: 1.573 -3.658 8.441  0.28
H: 2.856 -4.829 8.754  0.37
H: 3.037 -3.159 9.312  0.30
H: 2.969 -4.097 6.392  0.24
H: 4.408 -3.632 7.280  0.35
H: 3.746 -1.774 5.880  0.30
H: 3.572 -1.327 7.563  0.37
H: 1.702 -0.473 6.245  0.17
H: 1.138 -1.587 7.471  0.32
H: -0.084 -1.961 5.418  0.33
H: 0.882 -3.386 5.750  0.27
H: 1.601 -1.170 3.755  -0.09
H: 0.963 -2.773 3.353  0.37
H: 2.579 -2.622 4.053  0.27

Values from the calculation:
**Orbital gap**: 7.00 eV
**Total charge**: +1
**Calculated total energy**: -1744.80326 Eh
**HOMO**: -12.831 eV

***

Formula: C31H26BaClN6O7S2Se2
Source: OMol25
Level of theory: ωB97M-V/def2-TZVPD

Last column: Mulliken charge in e.
Cartesian coordinates (Å):
Ba: 0.352 0.195 0.483  1.62
S: -3.221 -3.919 0.708  -0.44
C: -1.641 -4.441 1.107  -0.58
C: -0.747 -3.415 1.041  -1.15
C: -1.271 -2.128 0.653  -0.14
C: -2.624 -2.290 0.461  0.68
C: -3.563 -1.224 0.110  0.24
C: -4.952 -1.447 0.012  -1.05
C: -5.795 -0.408 -0.324  -0.56
C: -5.254 0.851 -0.564  -1.09
C: -3.881 0.985 -0.448  -0.12
N: -3.049 -0.003 -0.122  0.73
H: -1.454 -5.471 1.386  0.44
H: 0.295 -3.571 1.312  0.53
H: -5.349 -2.435 0.207  0.41
H: -6.863 -0.579 -0.396  0.39
H: -5.869 1.700 -0.834  0.47
H: -3.415 1.948 -0.638  0.13
O: -3.738 6.596 1.994  -0.50
C: -3.904 5.393 2.732  -0.67
C: -2.976 4.338 2.207  0.31
C: -2.708 3.212 2.972  -1.12
C: -1.891 2.224 2.452  -0.55
N: -1.351 2.303 1.237  0.83
C: -1.600 3.380 0.499  -0.30
C: -2.404 4.425 0.948  -0.64
C: -1.021 3.414 -0.876  0.81
C: -0.641 4.621 -1.440  -0.65
C: -0.116 4.636 -2.727  0.42
C: 0.310 5.927 -3.370  -0.87
O: -0.797 6.787 -3.643  -0.52
C: -0.016 3.427 -3.396  -0.94
C: -0.419 2.264 -2.750  -0.16
N: -0.911 2.244 -1.516  0.38
H: -4.355 7.250 2.331  0.30
H: -4.932 5.028 2.645  0.28
H: -3.697 5.551 3.794  0.34
H: -3.120 3.095 3.969  0.44
H: -1.656 1.334 3.034  0.43
H: -2.601 5.278 0.315  0.64
H: -0.716 5.539 -0.870  0.64
H: 0.873 5.713 -4.281  0.33
H: 0.960 6.486 -2.699  0.34
H: -1.458 6.273 -4.117  0.33
H: 0.401 3.371 -4.396  0.36
H: -0.307 1.305 -3.241  -0.03
Se: 2.259 -2.751 -3.364  -0.05
Se: 2.135 -3.577 -1.193  -0.01
C: 3.417 -2.476 -0.251  -0.09
C: 4.764 -2.814 -0.349  -0.52
C: 5.686 -2.120 0.418  -0.33
C: 5.220 -1.141 1.281  -0.85
C: 3.858 -0.888 1.323  -0.29
N: 2.967 -1.516 0.554  0.41
C: 0.512 -1.943 -3.533  0.48
C: 0.107 -1.593 -4.822  -0.80
C: -1.196 -1.154 -4.993  -0.54
C: -2.036 -1.069 -3.885  -0.78
C: -1.517 -1.403 -2.644  0.21
N: -0.261 -1.834 -2.473  0.21
H: 5.065 -3.618 -1.004  0.43
H: 6.741 -2.355 0.355  0.36
H: 5.889 -0.577 1.919  0.42
H: 3.462 -0.118 1.980  0.41
H: 0.778 -1.695 -5.666  0.38
H: -1.549 -0.880 -5.982  0.37
H: -3.060 -0.725 -3.963  0.46
H: -2.113 -1.331 -1.738  0.10
O: 1.912 2.540 -0.329  -0.56
S: 2.602 1.702 -1.358  0.10
N: 2.115 0.346 -1.627  -0.16
O: 1.653 -0.165 5.083  -0.73
Cl: 0.976 -0.457 3.857  1.74
O: -0.452 -0.428 4.027  -0.66
O: 1.388 -1.716 3.305  -0.59
O: 1.323 0.594 2.860  -0.79

Values from the calculation:
**Orbital gap**: 6.45 eV
**Energy above the lowest of the compared OMol25 structures with the same formula, charge and spin**: 0.703 eV
**Total charge**: -1
**Calculated total energy**: -8136.93103 Eh
**HOMO**: -4.514 eV

***

Formula: C4H6F3N3
Source: OMol25
Level of theory: ωB97M-V/def2-TZVPD

Last column: Mulliken charge in e.
Cartesian coordinates (Å):
C: 0.812 -1.132 -0.527  0.04
C: 0.433 1.264 -0.356  -0.05
C: -1.016 -0.193 0.757  -0.71
C: -3.526 -0.025 -0.175  0.89
N: -0.255 -1.280 0.236  0.07
N: 1.169 0.183 -0.988  -0.14
N: -0.487 1.049 0.467  0.06
F: -3.691 -1.061 -0.935  -0.10
F: -4.105 -0.031 0.963  -0.07
F: -3.444 1.150 -0.740  -0.11
H: 1.342 -2.018 -0.850  0.42
H: 0.764 2.337 -0.711  0.36
H: -1.377 -0.468 1.755  0.47
H: -0.507 -2.169 0.324  0.18
H: 1.931 0.520 -1.659  0.33
H: -0.896 1.938 0.908  0.36

Values from the calculation:
**Orbital gap (alpha / beta)**: 7.18 / 7.19 eV
**Energy above the lowest of the compared OMol25 structures with the same formula, charge and spin**: 3.188 eV
**Total charge**: +2
**Calculated total energy**: -619.07369 Eh
**HOMO (alpha / beta)**: -16.841 / -16.851 eV

***

Formula: C6H10O
Source: OMol25
Level of theory: ωB97M-V/def2-TZVPD

Last column: Mulliken charge in e.
Cartesian coordinates (Å):
C: 0.211 1.805 -1.055  -1.45
C: 1.058 0.870 -0.220  0.19
C: 0.641 0.515 1.179  -0.73
C: 0.638 -0.541 0.111  0.07
C: -0.665 -1.132 -0.364  -0.70
C: -1.352 -1.989 0.673  -0.03
O: -0.857 -2.334 1.719  -0.47
H: 0.477 2.845 -0.841  0.37
H: -0.856 1.697 -0.831  0.30
H: 0.348 1.634 -2.130  0.32
H: 2.129 0.998 -0.371  0.38
H: 1.389 0.453 1.964  0.25
H: -0.326 0.880 1.520  0.23
H: 1.446 -1.267 0.174  0.35
H: -0.512 -1.767 -1.250  0.34
H: -1.383 -0.365 -0.685  0.20
H: -2.386 -2.303 0.408  0.36

Values from the calculation:
**Orbital gap**: 10.73 eV
**Energy above the lowest of the compared OMol25 structures with the same formula, charge and spin**: 0.713 eV
**Total charge**: 0
**Calculated total energy**: -309.81616 Eh
**HOMO**: -9.670 eV

***

Formula: C17H18BN7O2S2Sr
Source: OMol25
Level of theory: ωB97M-V/def2-TZVPD

Last column: Mulliken charge in e.
Cartesian coordinates (Å):
H: -0.601 -3.077 -0.473  0.54
N: -0.768 -1.299 -1.617  0.21
B: -1.186 0.400 -3.460  -0.24
N: -1.272 -1.042 -2.881  -0.08
C: -1.723 -2.185 -3.439  -0.12
Sr: 0.555 0.569 -0.190  2.19
H: -2.141 -2.179 -4.435  0.44
C: -1.523 -3.220 -2.521  -1.21
H: -1.768 -4.256 -2.639  0.40
C: -0.921 -2.613 -1.398  -0.38
H: -1.613 0.427 -4.575  -0.13
C: 2.181 1.935 0.424  -1.67
H: 2.138 2.111 1.505  0.30
H: 1.418 2.551 -0.094  0.72
H: 3.152 2.247 0.030  0.36
N: 0.308 0.838 -3.427  0.03
N: -1.974 1.396 -2.555  -0.06
N: 1.070 0.831 -2.220  -0.61
N: -1.566 1.583 -1.248  0.08
C: 1.073 1.261 -4.447  -0.06
C: -2.995 2.226 -2.843  -0.19
H: 0.647 1.332 -5.438  0.45
H: -3.435 2.223 -3.829  0.44
C: 2.357 1.534 -3.970  -1.14
C: -3.277 2.977 -1.698  -1.11
C: 2.325 1.233 -2.603  -0.10
C: -2.364 2.531 -0.721  -0.35
H: 3.197 1.902 -4.532  0.40
H: -4.026 3.736 -1.588  0.39
H: 3.131 1.313 -1.885  0.41
H: -2.240 2.843 0.311  0.43
H: 2.209 0.580 0.238  0.38
O: 0.497 -2.992 1.560  -0.63
S: -0.422 -2.270 2.419  0.97
O: -1.752 -2.799 2.611  -0.63
N: -0.442 -0.684 1.955  -0.44
C: -0.070 0.198 2.907  0.63
S: -0.210 1.837 2.598  -0.42
C: 0.466 -0.468 4.092  0.07
C: 1.167 0.054 5.183  -0.61
C: 1.691 -0.818 6.143  -0.54
C: 1.497 -2.205 6.028  -0.48
C: 0.806 -2.737 4.929  -0.59
C: 0.328 -1.855 3.974  0.32
H: 1.295 1.136 5.242  0.44
H: 2.254 -0.421 6.989  0.38
H: 1.892 -2.877 6.790  0.38
H: 0.635 -3.804 4.800  0.42

Values from the calculation:
**Orbital gap**: 8.02 eV
**Total charge**: 0
**Calculated total energy**: -2044.30969 Eh
**HOMO**: -8.581 eV

***

Look up the calculated total energy of the first one.
-1744.80326 Eh